{"formula": "C5H15N2O", "method": "ωB97M-V with the def2-TZVPD basis set", "species": ["C", "C", "C", "N", "C", "C", "N", "H", "H", "H", "H", "H", "H", "H", "H", "H", "H", "H", "H", "H", "H", "H", "O"], "coordinates": [[-0.1557, 0.9545, -0.9487], [0.6814, 1.2596, 0.2640], [1.3638, 0.0924, 1.0740], [-0.8264, -1.9890, 3.2456], [-0.0241, -1.0400, 2.6982], [0.4343, -1.0227, 1.4258], [0.1690, -0.3331, -1.6909], [-0.2012, 1.8483, -1.5637], [-1.1619, 0.7364, -0.5943], [1.5550, 1.9027, 0.0845], [0.0407, 1.8159, 0.9518], [1.8587, 0.5865, 1.9106], [2.2716, -0.1524, 0.4955], [-1.4349, -2.6383, 2.7855], [-1.0854, -1.9919, 4.2201], [0.3264, -0.3088, 3.4150], [0.2303, -1.8427, 0.7577], [-0.2070, -1.1403, -1.2006], [-0.1322, -0.3091, -2.6603], [1.1721, -0.4960, -1.5713], [-1.7716, 0.6236, -4.6239], [-1.6905, 2.1239, -4.4537], [-1.4122, 1.3204, -4.0208]], "atomic_forces_ev_per_a": [[-1.38, -0.19, 0.94], [1.79, -0.16, 1.33], [-0.13, 0.85, -1.65], [-0.81, -0.43, 1.15], [-0.10, -1.05, -0.63], [0.41, 0.69, 1.40], [1.34, 0.58, 0.77], [0.08, -0.56, -0.73], [-0.14, 0.33, -0.11], [-0.52, 0.24, -0.62], [-0.08, -0.04, -0.13], [-0.51, -0.18, 0.45], [-0.36, -0.72, -0.11], [0.35, 0.07, -0.92], [0.45, 0.58, -0.03], [0.00, 0.13, -0.06], [-0.08, -0.22, -0.16], [-0.63, 0.07, 0.05], [0.08, 0.09, -0.25], [0.17, 0.12, -0.78], [0.40, 0.82, 0.71], [-0.04, 0.59, -0.09], [-0.28, -1.61, -0.55]], "de_lowest_kcal_mol": 38.7, "total_charge": 1, "homo_lumo_gap_ev": 8.02}